This record from the Open Molecules 2025 dataset describes a single C4H8N2O molecule. The level of theory is ωB97M-V/def2-TZVPD.

Values from the calculation:
HOMO-LUMO gap, eV: 9.64
Energy relative to the best compared isomer or geometry (same formula, charge and spin), eV: 3.868
Structure (SMILES): C=C/C(=N/C)NO
Spin multiplicity: 1
LUMO energy, eV: 0.80

Each line ends with the natural charge from an NBO analysis.
Positions of all 15 atoms, in Å:
C -2.182 -0.511 0.069  -0.46
C 0.109 0.072 -0.089  0.37
C 1.565 -0.273 -0.013  -0.27
C 1.922 -1.574 0.013  -0.32
H -2.724 -1.491 0.188  0.21
H -2.459 -0.047 -0.895  0.19
H -2.373 0.128 0.982  0.18
H -1.090 1.656 0.044  0.36
H 1.054 2.867 -0.436  0.47
H 2.307 0.498 -0.037  0.22
H 2.945 -1.833 0.040  0.19
H 1.137 -2.344 0.127  0.22
N -0.776 -0.864 0.022  -0.48
N -0.192 1.412 -0.289  -0.34
O 0.758 2.304 0.274  -0.57

=====

This record from the Open Molecules 2025 dataset describes 2 unconnected molecules or ions with the total composition C4H8N2O. The level of theory is ωB97M-V/def2-TZVPD.

Values from the calculation:
HOMO-LUMO gap, eV: 8.77
Energy relative to the best compared isomer or geometry (same formula, charge and spin), eV: 5.065
Spin multiplicity: 1
LUMO energy, eV: 0.32

Each line ends with the natural charge from an NBO analysis.
Positions of all 15 atoms, in Å:
C 2.736 0.216 0.023  0.21
C -0.868 -0.776 0.294  -0.42
C 0.256 1.347 0.804  -0.42
C 1.455 -0.493 -0.092  0.41
N 3.786 0.689 0.200  -0.27
N 0.346 -0.085 0.611  -0.42
O 1.410 -1.786 -0.323  -0.68
H -1.542 -0.894 1.126  0.21
H -1.377 -0.075 -0.530  0.19
H -0.634 -1.827 -0.060  0.25
H -0.476 1.853 0.245  0.20
H 0.087 1.511 1.807  0.21
H 1.200 1.939 0.567  0.23
H 1.082 0.056 -1.749  -0.20
H 1.943 -1.974 -1.104  0.51

=====

This record from the Open Molecules 2025 dataset describes a single C4H8N2O molecule. The level of theory is ωB97M-V/def2-TZVPD.

Values from the calculation:
HOMO-LUMO gap, eV: 10.16
Energy relative to the best compared isomer or geometry (same formula, charge and spin), eV: 3.294
Structure (SMILES): NC(=O)CN1CC1
Spin multiplicity: 1
LUMO energy, eV: 1.01

Each line ends with the natural charge from an NBO analysis.
Positions of all 15 atoms, in Å:
N 1.976 0.083 -1.235  -0.79
C 1.653 -0.560 -0.110  0.64
O 2.216 -1.587 0.289  -0.65
C 0.495 -0.225 0.755  -0.40
N -0.515 0.629 0.102  -0.42
C -1.798 0.798 0.768  -0.25
C -1.695 0.017 -0.488  -0.26
H 2.614 -0.378 -1.865  0.41
H 1.461 0.898 -1.523  0.41
H 0.754 -1.402 1.043  0.30
H 0.825 0.309 1.649  0.22
H -1.936 0.242 1.690  0.20
H -2.239 1.796 0.761  0.20
H -1.757 -1.064 -0.412  0.20
H -2.055 0.446 -1.423  0.20

=====

This record from the Open Molecules 2025 dataset describes a single C4H8N2O molecule. The level of theory is ωB97M-V/def2-TZVPD.

Values from the calculation:
HOMO-LUMO gap, eV: 10.48
Energy relative to the best compared isomer or geometry (same formula, charge and spin), eV: 2.095
Structure (SMILES): CN[C@H](C#N)CO
Spin multiplicity: 1
LUMO energy, eV: 0.82

Each line ends with the natural charge from an NBO analysis.
Positions of all 15 atoms, in Å:
C -1.679 0.786 0.760  -0.43
N -0.447 0.010 0.846  -0.64
C 0.154 -0.228 -0.445  -0.18
C 1.682 -0.226 -0.338  -0.05
O 2.155 1.042 0.034  -0.71
C -0.356 -1.483 -1.037  0.26
N -0.757 -2.503 -1.406  -0.32
H -2.265 0.609 -0.165  0.19
H -2.373 0.599 1.585  0.21
H -1.214 1.761 0.850  0.21
H -0.481 -0.787 1.459  0.38
H -0.120 0.604 -1.110  0.24
H 2.119 -0.459 -1.312  0.19
H 1.983 -1.007 0.375  0.17
H 1.833 1.216 0.930  0.48

=====

This record from the Open Molecules 2025 dataset describes 2 unconnected molecules or ions with the total composition C4H8N2O. The level of theory is ωB97M-V/def2-TZVPD.

Values from the calculation:
HOMO-LUMO gap, eV: 9.06
Energy relative to the best compared isomer or geometry (same formula, charge and spin), eV: 3.203
Structure (SMILES): N=C=CN.CC=O
Spin multiplicity: 1
LUMO energy, eV: 0.92

Each line ends with the natural charge from an NBO analysis.
Positions of all 15 atoms, in Å:
C -0.169 0.058 2.137  -0.74
C 0.576 1.067 1.306  0.44
O 1.682 0.882 0.848  -0.55
C 0.462 -0.747 -0.930  0.36
N 0.819 -1.758 -0.319  -0.64
C -0.214 0.268 -1.435  -0.23
N -1.313 0.079 -2.311  -0.80
H -0.154 -0.918 1.637  0.27
H -1.198 0.374 2.327  0.22
H 0.359 -0.058 3.089  0.24
H 0.056 2.034 1.121  0.11
H 1.705 -2.155 -0.631  0.37
H 0.057 1.290 -1.188  0.23
H -1.153 0.490 -3.223  0.37
H -1.515 -0.907 -2.429  0.37

=====

This record from the Open Molecules 2025 dataset describes 2 unconnected molecules or ions with the total composition C4H8N2O. The level of theory is ωB97M-V/def2-TZVPD.

Values from the calculation:
HOMO-LUMO gap, eV: 9.36
Energy relative to the best compared isomer or geometry (same formula, charge and spin), eV: 2.266
Structure (SMILES): CC(=O)C#N.CN
Spin multiplicity: 1
LUMO energy, eV: 0.18

Each line ends with the natural charge from an NBO analysis.
Positions of all 15 atoms, in Å:
C 2.032 -0.558 1.204  -0.41
N 1.491 0.676 0.657  -0.82
C -0.913 0.529 0.159  0.20
N -1.420 0.829 1.161  -0.32
C -0.755 0.096 -1.261  0.51
O 0.281 0.107 -1.871  -0.47
C -2.082 -0.343 -1.821  -0.70
H 2.283 -1.235 0.381  0.19
H 1.261 -1.044 1.812  0.19
H 2.928 -0.428 1.830  0.17
H 2.159 1.149 0.060  0.37
H 1.199 1.309 1.394  0.36
H -2.841 0.415 -1.604  0.24
H -1.996 -0.514 -2.895  0.24
H -2.391 -1.264 -1.314  0.25

=====

This record from the Open Molecules 2025 dataset describes 2 unconnected molecules or ions with the total composition C4H8N2O. The level of theory is ωB97M-V/def2-TZVPD.

Values from the calculation:
HOMO-LUMO gap, eV: 8.94
Energy relative to the best compared isomer or geometry (same formula, charge and spin), eV: 6.319
Spin multiplicity: 1
LUMO energy, eV: 0.79

Each line ends with the natural charge from an NBO analysis.
Positions of all 15 atoms, in Å:
N -2.287 -0.597 0.259  -0.85
C -2.075 0.691 0.257  0.87
O -2.454 1.790 0.289  -0.45
C 0.024 0.322 1.092  -0.60
N 0.419 -0.536 -0.018  -0.48
C 1.793 -0.659 -0.472  -0.24
C 0.787 0.084 -1.275  -0.27
H -1.475 -0.358 1.202  0.40
H -1.458 -1.055 -0.174  0.44
H 0.422 1.347 1.029  0.18
H 0.403 -0.124 2.024  0.21
H 2.559 -0.064 0.025  0.20
H 2.108 -1.656 -0.775  0.20
H 0.882 1.171 -1.294  0.19
H 0.353 -0.359 -2.170  0.20

=====

This record from the Open Molecules 2025 dataset describes a molecular structure, C4H8N2O. The level of theory is ωB97M-V/def2-TZVPD.

Values from the calculation:
HOMO-LUMO gap, eV: 7.35
Energy relative to the best compared isomer or geometry (same formula, charge and spin), eV: 5.824
Spin multiplicity: 1
LUMO energy, eV: 0.55

Each line ends with the natural charge from an NBO analysis.
Positions of all 15 atoms, in Å:
C 0.279 -1.725 0.295  -0.66
C 0.162 -0.376 -0.359  0.20
N 1.949 0.659 0.933  -0.83
C 1.007 0.661 -0.059  -0.06
C -2.282 1.187 -0.618  -0.18
O -0.614 -0.323 -1.513  -0.42
N -1.645 0.133 -0.306  -0.09
H 2.186 -0.212 1.379  0.39
H 2.458 1.505 1.125  0.39
H 0.909 1.586 -0.611  0.19
H -0.639 -2.280 0.113  0.24
H 0.429 -1.651 1.374  0.21
H 1.112 -2.282 -0.143  0.22
H -3.259 1.274 -0.158  0.21
H -2.052 1.844 -1.451  0.19

=====

This record from the Open Molecules 2025 dataset describes a molecular structure, C4H8N2O. The level of theory is ωB97M-V/def2-TZVPD.

Values from the calculation:
HOMO-LUMO gap, eV: 10.19
Energy relative to the best compared isomer or geometry (same formula, charge and spin), eV: 5.121
Spin multiplicity: 1
LUMO energy, eV: 0.81

Each line ends with the natural charge from an NBO analysis.
Positions of all 15 atoms, in Å:
C -1.800 1.069 0.568  -0.42
N -0.352 1.103 0.439  -0.60
C 0.165 0.191 -0.535  -0.14
C 1.683 -0.040 -0.349  -0.07
O 1.652 -1.078 0.604  -0.79
C -0.038 -1.289 -0.241  0.50
N -0.099 -2.475 -0.406  -0.54
H -2.199 0.073 0.823  0.17
H -2.111 1.774 1.344  0.21
H -2.257 1.388 -0.375  0.20
H 0.090 0.901 1.332  0.37
H -0.212 0.440 -1.533  0.22
H 2.149 0.865 0.055  0.19
H 2.176 -0.312 -1.295  0.17
H 1.006 -2.288 0.095  0.51

=====

This record from the Open Molecules 2025 dataset describes a single C4H8N2O molecule. The level of theory is ωB97M-V/def2-TZVPD.

Values from the calculation:
HOMO-LUMO gap, eV: 10.24
Energy relative to the best compared isomer or geometry (same formula, charge and spin), eV: 1.100
Structure (SMILES): C=NC(=O)NCC
Spin multiplicity: 1
LUMO energy, eV: 0.56

Each line ends with the natural charge from an NBO analysis.
Positions of all 15 atoms, in Å:
O -2.223 -1.239 0.118  -0.63
C -1.235 -0.542 -0.023  0.75
N -0.992 0.694 0.685  -0.52
C -1.996 1.135 1.321  0.03
C 1.992 -0.173 0.078  -0.62
C 0.989 -0.044 -1.063  -0.21
N -0.217 -0.839 -0.865  -0.61
H 1.511 0.102 1.021  0.23
H -2.963 0.624 1.314  0.18
H -1.885 2.055 1.897  0.17
H 2.371 -1.196 0.161  0.20
H 2.841 0.501 -0.083  0.21
H 1.434 -0.375 -2.007  0.20
H 0.701 1.003 -1.190  0.21
H -0.329 -1.708 -1.365  0.41

=====

This record from the Open Molecules 2025 dataset describes a single C4H8N2O molecule. The level of theory is ωB97M-V/def2-TZVPD.

Values from the calculation:
HOMO-LUMO gap, eV: 8.57
Energy relative to the best compared isomer or geometry (same formula, charge and spin), eV: 1.960
Structure (SMILES): N/C=C(\N)CC=O
Spin multiplicity: 1
LUMO energy, eV: 0.91

Each line ends with the natural charge from an NBO analysis.
Positions of all 15 atoms, in Å:
C -1.564 -1.266 -0.483  0.43
C -1.466 0.225 -0.436  -0.52
C 0.070 0.205 -0.113  0.09
N 0.939 -0.201 -1.137  -0.85
N 1.883 0.801 1.356  -0.83
C 0.521 0.618 1.078  -0.07
O -1.601 -1.891 -1.524  -0.55
H -1.667 -1.757 0.502  0.12
H 1.727 0.403 -1.259  0.38
H 0.449 -0.368 -2.026  0.39
H 2.082 0.832 2.347  0.38
H 2.478 0.126 0.888  0.37
H -1.638 0.675 -1.415  0.23
H -2.046 0.664 0.371  0.23
H -0.169 0.934 1.850  0.19

=====

This record from the Open Molecules 2025 dataset describes a single C4H8N2O molecule. The level of theory is ωB97M-V/def2-TZVPD.

Values from the calculation:
HOMO-LUMO gap, eV: 9.38
Energy relative to the best compared isomer or geometry (same formula, charge and spin), eV: 4.505
Structure (SMILES): O/N=C\NC1CC1
Spin multiplicity: 1
LUMO energy, eV: 0.92

Each line ends with the natural charge from an NBO analysis.
Positions of all 15 atoms, in Å:
C 1.034 0.749 1.531  0.14
C -0.374 -0.316 -0.203  -0.08
C 0.157 -1.418 -1.063  -0.44
C -0.846 -0.311 -1.570  -0.43
H -1.024 1.545 1.166  0.45
H 2.110 0.677 1.784  0.19
H 1.329 0.661 -0.452  0.38
H -1.043 -0.470 0.628  0.24
H -0.138 -2.492 -1.051  0.23
H 1.171 -1.187 -1.431  0.20
H -0.322 0.382 -2.211  0.21
H -1.774 -0.674 -1.938  0.23
N 0.160 0.914 2.474  -0.15
N 0.618 0.662 0.217  -0.65
O -1.058 1.275 2.118  -0.53

=====

This record from the Open Molecules 2025 dataset describes a single C4H8N2O molecule. The level of theory is ωB97M-V/def2-TZVPD.

Values from the calculation:
HOMO-LUMO gap, eV: 9.98
Energy relative to the best compared isomer or geometry (same formula, charge and spin), eV: 1.163
Structure (SMILES): [H]/N=C(\NC)C(C)=O
Spin multiplicity: 1
LUMO energy, eV: 0.78

Each line ends with the natural charge from an NBO analysis.
Positions of all 15 atoms, in Å:
C -2.415 0.065 0.189  -0.42
N -1.151 -0.213 -0.442  -0.61
C 0.032 -0.288 0.230  0.34
N 0.243 -0.396 1.487  -0.70
C 1.219 -0.203 -0.719  0.56
O 1.073 -0.574 -1.867  -0.54
C 2.509 0.384 -0.214  -0.72
H -3.087 0.507 -0.551  0.21
H -2.277 0.796 0.996  0.20
H -2.901 -0.826 0.607  0.19
H -1.088 -0.306 -1.444  0.42
H -0.637 -0.535 1.989  0.33
H 2.997 -0.293 0.493  0.26
H 3.161 0.561 -1.073  0.23
H 2.321 1.320 0.319  0.24

=====

This record from the Open Molecules 2025 dataset describes a single C4H8N2O molecule. The level of theory is ωB97M-V/def2-TZVPD.

Values from the calculation:
HOMO-LUMO gap, eV: 10.26
Energy relative to the best compared isomer or geometry (same formula, charge and spin), eV: 0.236
Structure (SMILES): O=C1NCCCN1
Spin multiplicity: 1
LUMO energy, eV: 0.86

Each line ends with the natural charge from an NBO analysis.
Positions of all 15 atoms, in Å:
O 2.780 -0.468 0.050  -0.66
C 1.579 -0.310 -0.106  0.78
N 0.681 -1.346 -0.197  -0.65
C -0.728 -1.033 -0.375  -0.22
C -1.116 0.122 0.547  -0.42
C -0.377 1.317 0.003  -0.21
N 1.016 0.950 -0.236  -0.65
H 1.037 -2.256 0.059  0.41
H -0.890 -0.772 -1.438  0.19
H -1.386 -1.832 -0.066  0.21
H -0.808 -0.134 1.571  0.21
H -2.199 0.313 0.578  0.22
H -0.423 2.178 0.675  0.20
H -0.872 1.598 -0.939  0.18
H 1.707 1.673 -0.126  0.41

=====

This record from the Open Molecules 2025 dataset describes a single C4H8N2O molecule. The level of theory is ωB97M-V/def2-TZVPD.

Values from the calculation:
HOMO-LUMO gap, eV: 9.27
Energy relative to the best compared isomer or geometry (same formula, charge and spin), eV: 4.274
Structure (SMILES): C=CO/C=N\NC
Spin multiplicity: 1
LUMO energy, eV: 1.03

Each line ends with the natural charge from an NBO analysis.
Positions of all 15 atoms, in Å:
C -0.041 1.161 0.004  0.30
C -2.270 0.290 0.003  0.16
C -3.161 -0.674 -0.055  -0.47
C 2.912 -0.473 0.264  -0.40
N 1.227 1.020 -0.162  -0.29
N 1.810 -0.118 -0.581  -0.44
O -0.900 0.085 -0.078  -0.52
H -0.443 2.187 0.335  0.18
H -2.566 1.247 0.172  0.17
H -3.058 -1.598 -0.477  0.20
H 1.066 -0.815 -0.676  0.35
H -4.201 -0.442 -0.107  0.21
H 3.572 -1.047 -0.414  0.19
H 3.349 0.347 0.622  0.21
H 2.704 -1.169 1.151  0.17

=====

This record from the Open Molecules 2025 dataset describes a single C4H8N2O molecule. The level of theory is ωB97M-V/def2-TZVPD.

Values from the calculation:
HOMO-LUMO gap, eV: 10.41
Energy relative to the best compared isomer or geometry (same formula, charge and spin), eV: 1.818
Structure (SMILES): NC(=O)CN1CC1
Spin multiplicity: 1
LUMO energy, eV: 1.05

Each line ends with the natural charge from an NBO analysis.
Positions of all 15 atoms, in Å:
N -2.050 -0.645 0.268  -0.83
C -1.501 0.489 -0.250  0.66
O -1.974 1.085 -1.202  -0.61
C -0.257 0.985 0.480  -0.33
N 0.750 -0.058 0.709  -0.42
C 2.005 0.112 -0.011  -0.25
C 1.052 -0.944 -0.410  -0.27
H -2.798 -1.077 -0.254  0.40
H -1.539 -1.195 0.941  0.40
H 0.128 1.824 -0.110  0.21
H -0.563 1.374 1.460  0.22
H 2.075 0.977 -0.672  0.19
H 2.917 -0.132 0.529  0.20
H 0.509 -0.820 -1.347  0.20
H 1.246 -1.976 -0.129  0.20